No. 1
{"formula": "C13H8AuBCl5N3O2", "method": "ωB97M-V/def2-TZVPD", "symbols": ["Au", "O", "N", "N", "O", "C", "C", "C", "C", "C", "C", "H", "H", "H", "H", "H", "Cl", "C", "C", "C", "Cl", "C", "Cl", "C", "Cl", "C", "Cl", "B", "C", "N", "H", "H", "H"], "positions_angstrom": [[-0.019979, -0.360715, -0.188231], [-1.629007, 0.092583, 1.262735], [-2.775669, 0.222253, 0.740329], [-2.843674, 0.421753, -0.519995], [-1.798967, 0.535050, -1.277473], [-4.115819, 0.511987, -1.107847], [-4.206261, 0.473469, -2.496115], [-5.446677, 0.545530, -3.098063], [-6.587742, 0.666263, -2.320025], [-6.490250, 0.704293, -0.935210], [-5.256846, 0.629615, -0.316793], [-3.295914, 0.381405, -3.067937], [-5.524772, 0.505789, -4.174504], [-7.557063, 0.737814, -2.789414], [-7.382357, 0.799098, -0.335234], [-5.160622, 0.666695, 0.756188], [1.893613, 1.395251, 1.495548], [2.089603, -0.261554, 1.887435], [1.283630, -1.174380, 1.228680], [1.421011, -2.513938, 1.545340], [0.426557, -3.667932, 0.755459], [2.351468, -2.947298, 2.494538], [2.501895, -4.613880, 2.862793], [3.163013, -2.010231, 3.133436], [4.329294, -2.528800, 4.274845], [3.032507, -0.653049, 2.836421], [4.020540, 0.504989, 3.617689], [3.232072, -0.451224, -3.620732], [2.140750, -0.421553, -2.554630], [1.296817, -0.412324, -1.765183], [2.703421, -0.263745, -4.671474], [3.773101, -1.516586, -3.703109], [4.112132, 0.272559, -3.264269]], "forces_ev_per_a": [[-1.26, 0.66, 0.32], [2.58, -0.89, -0.80], [-1.33, 0.25, -1.37], [0.83, -0.28, 2.46], [1.82, -0.70, -0.23], [-1.47, 0.19, -0.79], [0.46, -0.06, 0.34], [-0.23, 0.03, 0.07], [0.01, 0.00, -0.01], [0.05, 0.02, -0.08], [0.23, 0.01, -0.06], [-0.02, 0.01, -0.09], [0.02, 0.02, -0.05], [-0.08, -0.02, -0.05], [-0.05, 0.01, 0.06], [-0.07, -0.01, 0.06], [0.12, 0.43, 0.02], [-0.07, 0.28, -0.13], [0.06, 0.47, -0.48], [-0.35, -0.21, -0.35], [-0.19, -0.03, -0.21], [-0.03, 0.28, -0.04], [-0.04, 0.03, -0.03], [0.00, -0.01, -0.04], [-0.01, 0.02, 0.02], [-0.15, -0.22, -0.08], [-0.03, 0.04, -0.02], [0.74, -0.29, -0.47], [-0.11, -0.46, 0.34], [-0.99, -0.18, 1.68], [-0.12, 0.48, -0.30], [-0.30, -0.53, 0.36], [-0.03, 0.65, -0.06]], "gap_ev": 6.31, "largest_force_ha_per_bohr": 0.0553, "de_lowest_kj_mol": 0.0, "lumo_ha": -0.1135, "e_tot_ev": -89150.524}

No. 2
{"formula": "C33H24BiCl2F2N4O3SbSe4", "method": "ωB97M-V/def2-TZVPD", "symbols": ["Bi", "C", "O", "C", "N", "C", "C", "C", "C", "C", "C", "C", "C", "C", "C", "C", "C", "N", "C", "N", "C", "C", "O", "C", "C", "C", "C", "C", "C", "H", "H", "H", "H", "H", "H", "H", "H", "H", "H", "H", "H", "H", "H", "H", "H", "H", "H", "H", "Cl", "C", "C", "C", "Cl", "C", "C", "C", "C", "N", "C", "C", "O", "H", "H", "H", "H", "F", "C", "F", "H", "Se", "Sb", "Se", "Se", "Se"], "positions_angstrom": [[-0.959186, 0.130565, 0.151134], [4.429927, -0.747349, -1.535678], [3.835040, 0.501519, -1.935296], [2.979156, 0.829186, -0.930908], [2.960692, 0.127226, 0.116423], [3.912470, -0.980747, -0.096035], [3.276808, -2.335743, 0.116596], [2.064476, -2.644261, -0.490309], [1.450712, -3.863455, -0.251107], [2.051045, -4.792705, 0.585759], [3.273209, -4.503282, 1.170693], [3.882294, -3.275647, 0.938500], [2.200626, 2.071848, -1.164621], [2.523372, 2.916930, -2.221075], [1.802462, 4.088045, -2.373754], [0.788286, 4.382202, -1.477476], [0.532018, 3.461182, -0.470544], [1.215372, 2.331934, -0.312346], [-0.608025, 3.637310, 0.461116], [-1.205913, 2.683275, 1.021388], [-2.302720, 3.228479, 1.822297], [-2.203981, 4.749946, 1.542454], [-1.048673, 4.898148, 0.674627], [-2.191410, 2.848001, 3.278358], [-3.315318, 2.979091, 4.089440], [-3.260118, 2.630227, 5.427398], [-2.082997, 2.123537, 5.962473], [-0.969477, 1.972018, 5.154437], [-1.017428, 2.341963, 3.816659], [5.512918, -0.635900, -1.591682], [4.099297, -1.522466, -2.228037], [4.721769, -0.874839, 0.632370], [1.580240, -1.897860, -1.108227], [0.470170, -4.070659, -0.660031], [1.536089, -5.716408, 0.815168], [3.735604, -5.215899, 1.843376], [4.817892, -3.031738, 1.432403], [3.307610, 2.635114, -2.908254], [2.022215, 4.762667, -3.191390], [0.192705, 5.280520, -1.555960], [-3.236558, 2.819296, 1.431776], [-2.026914, 5.331370, 2.446087], [-3.068386, 5.139848, 1.006701], [-4.253483, 3.306364, 3.652546], [-4.151977, 2.690440, 6.038411], [-2.058069, 1.783218, 6.988845], [-0.075055, 1.501680, 5.540270], [-0.164875, 2.149867, 3.178331], [1.925287, 0.037546, -4.685731], [0.759883, -1.143432, -4.145556], [0.491240, -2.227920, -4.981456], [-0.420718, -3.172285, -4.609333], [-0.731011, -4.526473, -5.681124], [-1.114089, -3.060947, -3.381728], [-2.081282, -3.997579, -2.937643], [-2.714106, -3.805397, -1.750825], [-2.398244, -2.669065, -0.981243], [-1.498627, -1.797005, -1.359421], [-0.837418, -1.959283, -2.546259], [0.138344, -0.940179, -2.904467], [0.392218, 0.032084, -2.127093], [1.014599, -2.314783, -5.923948], [-2.298607, -4.859203, -3.554442], [-3.440176, -4.506576, -1.364736], [-2.885448, -2.493664, -0.031069], [-3.192150, 2.181916, -0.995710], [-2.152528, 1.389064, -1.480526], [-2.725993, 0.616718, -2.469634], [-1.468575, 2.075782, -1.995549], [-2.149422, -4.154182, 2.180265], [-1.876760, -1.930520, 3.152685], [-3.168133, -0.321913, 1.494930], [-2.958186, -1.604053, 5.299783], [0.415994, -1.072711, 2.946522]], "forces_ev_per_a": [[0.15, 0.07, -0.20], [-0.02, 0.04, -0.01], [0.08, -0.05, -0.06], [-0.02, 0.12, 0.10], [-0.01, -0.11, -0.09], [-0.07, 0.02, 0.03], [0.04, 0.06, 0.02], [-0.04, 0.00, 0.02], [-0.07, 0.11, 0.03], [0.02, -0.01, 0.05], [0.03, 0.00, 0.01], [-0.02, -0.01, 0.01], [-0.07, -0.04, 0.12], [-0.01, 0.00, -0.06], [0.02, -0.01, -0.01], [0.03, 0.01, 0.04], [-0.01, -0.09, -0.02], [0.09, 0.14, -0.05], [0.24, 0.13, -0.16], [-0.09, -0.22, 0.14], [0.03, -0.01, 0.00], [-0.03, 0.02, 0.02], [-0.06, -0.06, 0.01], [-0.03, 0.03, 0.04], [0.02, 0.04, -0.02], [0.01, -0.02, 0.01], [-0.02, 0.01, -0.01], [0.00, -0.01, 0.00], [-0.03, -0.03, -0.02], [0.00, -0.04, -0.02], [-0.03, 0.01, 0.00], [-0.02, 0.05, -0.01], [-0.02, 0.02, 0.02], [-0.02, 0.02, -0.05], [0.02, -0.01, 0.00], [0.00, 0.01, 0.00], [-0.02, 0.00, 0.00], [0.00, 0.01, 0.01], [0.00, 0.00, -0.01], [0.00, 0.00, 0.01], [0.04, -0.02, -0.02], [0.01, 0.00, -0.01], [-0.01, 0.00, 0.01], [-0.01, 0.02, 0.00], [-0.01, 0.01, 0.01], [0.01, -0.01, 0.01], [0.00, -0.01, -0.01], [0.02, 0.01, 0.02], [0.02, 0.02, 0.00], [0.00, 0.01, -0.05], [-0.01, -0.03, 0.02], [0.03, 0.01, -0.04], [0.00, 0.02, 0.02], [-0.05, -0.08, -0.01], [0.02, 0.02, -0.02], [0.00, 0.00, 0.02], [0.05, -0.04, 0.08], [0.16, 0.05, -0.17], [-0.10, 0.00, 0.05], [0.00, 0.11, 0.06], [-0.06, -0.08, -0.09], [0.00, 0.00, 0.00], [0.00, 0.00, 0.00], [0.00, 0.00, 0.01], [-0.03, -0.01, -0.01], [0.00, 0.01, 0.00], [0.04, -0.01, 0.04], [-0.01, -0.03, 0.01], [0.00, -0.01, -0.01], [0.02, 0.00, -0.04], [-0.03, -0.04, 0.18], [-0.10, -0.10, 0.12], [-0.01, 0.04, -0.05], [-0.08, -0.04, -0.04]], "gap_ev": 5.35, "largest_force_ha_per_bohr": 0.0062, "total_charge": -2, "de_lowest_kj_mol": 0.0, "lumo_ha": 0.1422, "e_tot_ev": -350961.421}

No. 3
{"formula": "C3H11O3", "method": "ωB97M-V/def2-TZVPD", "symbols": ["C", "O", "C", "C", "H", "H", "H", "H", "H", "H", "H", "H", "H", "O", "H", "H", "O"], "positions_angstrom": [[-0.617872, 0.840505, -0.624569], [0.081902, -0.148357, -0.262609], [-1.516410, 1.446568, 0.535086], [-2.642034, 0.324785, 0.723879], [-1.506765, 0.551242, -1.431751], [-0.022593, 1.528376, -1.168563], [-1.970490, 2.438439, 0.541340], [-0.865150, 1.279668, 1.421781], [-2.258597, -0.375805, 1.457106], [-2.714654, -0.312421, -0.194482], [-3.593556, 0.871435, 0.844160], [2.247754, -1.558474, 0.702103], [1.581719, -0.290629, 1.358611], [2.304453, -1.049154, 1.480966], [1.016131, -0.596928, -0.963834], [2.440973, -0.433099, -1.855738], [1.901536, -1.149107, -1.782996]], "forces_ev_per_a": [[-4.71, 2.97, -2.85], [2.97, -4.35, 2.16], [0.49, -3.08, 0.49], [0.70, 0.95, -1.25], [1.58, 0.51, 0.92], [0.58, 1.77, -0.60], [0.40, 0.04, -0.58], [-0.32, 0.83, -0.25], [-0.81, 0.11, 0.67], [-0.05, 0.78, 0.52], [0.12, -0.91, 0.68], [-0.32, -0.69, -1.87], [2.07, -2.72, -0.15], [-1.77, 3.35, 1.83], [0.02, -0.53, -1.10], [2.68, 3.07, -0.50], [-3.65, -2.13, 1.89]], "gap_ev": 8.50, "largest_force_ha_per_bohr": 0.1216, "total_charge": -1, "de_lowest_kj_mol": 183.9, "lumo_ha": 0.1499, "e_tot_ev": -9430.988}

No. 4
{"formula": "C26H43F5NdP2", "method": "ωB97M-V/def2-TZVPD", "symbols": ["Nd", "C", "C", "C", "C", "C", "C", "H", "H", "H", "C", "H", "H", "H", "C", "H", "H", "H", "C", "H", "H", "H", "C", "H", "H", "H", "C", "C", "C", "C", "C", "C", "C", "C", "H", "H", "H", "H", "H", "H", "H", "H", "H", "H", "H", "H", "P", "P", "C", "C", "H", "H", "H", "H", "C", "H", "H", "H", "C", "H", "H", "H", "C", "H", "H", "H", "C", "H", "H", "H", "F", "C", "F", "C", "F", "F", "F"], "positions_angstrom": [[-0.125882, 0.158631, 0.078322], [-0.772139, -2.001348, 0.838579], [0.623354, -2.134544, 0.415356], [0.540325, -0.521872, 2.167565], [-0.833178, -0.996313, 1.912600], [1.437531, -1.243593, 1.247074], [-1.928203, -2.791571, 0.337980], [-1.698382, -3.263140, -0.615342], [-2.835822, -2.188678, 0.231246], [-2.124931, -3.579182, 1.072902], [-2.049282, -0.488378, 2.583691], [-2.953630, -0.709749, 2.012781], [-2.002064, 0.585317, 2.755848], [-2.112223, -0.996716, 3.549275], [0.911318, 0.529190, 3.145235], [0.959581, 0.051922, 4.129413], [0.172159, 1.332078, 3.186949], [1.887765, 0.966975, 2.924036], [2.921574, -1.145367, 1.234113], [3.284758, -1.787621, 2.042064], [3.277166, -0.128873, 1.417275], [3.333136, -1.509178, 0.294024], [1.148062, -3.119992, -0.575524], [1.517818, -3.985282, -0.015550], [1.973987, -2.711585, -1.165015], [0.365823, -3.455462, -1.254408], [-2.171223, 1.005536, -7.191064], [-2.060427, -0.327277, -7.259086], [-1.073629, -1.175282, -8.005425], [0.234955, -0.488423, -8.466484], [1.032319, 0.085692, -7.332066], [0.903036, 1.276395, -6.732374], [-0.050107, 2.397955, -7.015063], [-1.316218, 2.054682, -7.837833], [-1.562702, -1.631046, -8.882567], [0.011937, 0.260536, -9.234268], [-0.805252, -2.022152, -7.351187], [-1.034036, 1.785751, -8.861485], [-2.986719, 1.400829, -6.565864], [-2.808454, -0.911663, -6.708194], [-1.909190, 2.985799, -7.920431], [-0.371873, 2.811056, -6.043023], [1.605849, 1.493822, -5.917629], [0.485072, 3.222202, -7.517063], [0.847275, -1.263052, -8.966382], [1.812435, -0.583792, -6.937998], [-1.208505, 0.059541, -2.200527], [1.667140, 1.450648, -1.179458], [-0.278501, 1.277234, -3.199045], [0.597585, 2.260862, -2.425682], [-1.047627, 1.787027, -3.785219], [0.327805, 0.670375, -3.880896], [1.313166, 2.779297, -3.070607], [-0.013899, 3.002009, -1.894571], [2.332079, 2.659713, -0.135728], [3.022808, 2.238952, 0.606965], [1.577932, 3.261473, 0.381575], [2.869435, 3.278894, -0.854385], [2.908653, 0.571315, -2.013589], [3.311454, 1.278153, -2.739442], [2.555605, -0.335020, -2.525658], [3.689936, 0.281767, -1.300601], [-2.850983, 0.628388, -1.988785], [-3.455562, 0.000017, -1.317326], [-3.227130, 0.574222, -3.008744], [-2.890230, 1.662149, -1.638425], [-1.212390, -1.436555, -3.074816], [-0.226355, -1.916360, -3.117413], [-1.535832, -1.154624, -4.077532], [-1.929812, -2.135599, -2.633780], [-1.540316, 3.001054, -0.428014], [-1.534268, 2.193108, 0.746881], [-2.843264, 1.695857, 0.825794], [-1.330902, 3.176748, 1.866196], [-2.123002, 4.249580, 1.702489], [-1.598121, 2.679796, 3.106710], [-0.030972, 3.636839, 1.890228]], "forces_ev_per_a": [[-2.58, 6.38, -0.65], [2.11, -0.25, 1.76], [-0.75, 0.02, 2.64], [-0.72, -3.97, 0.14], [2.72, -2.66, 0.92], [-1.93, -0.76, 0.76], [-0.06, -0.05, 0.13], [-0.10, -0.07, -0.01], [0.02, -0.11, 0.00], [-0.23, -0.01, -0.21], [-0.26, -0.11, 0.26], [0.04, 0.05, 0.12], [-0.13, -0.26, 0.16], [-0.25, 0.12, 0.05], [0.09, 0.13, 0.06], [0.06, 0.28, 0.03], [0.14, -0.12, 0.13], [-0.04, -0.03, 0.09], [0.02, -0.22, 0.25], [0.35, 0.12, -0.11], [0.07, -0.07, 0.00], [0.11, 0.01, 0.02], [0.05, 0.11, 0.15], [0.05, -0.03, -0.28], [-0.02, -0.10, 0.01], [0.05, -0.08, -0.03], [-0.32, -0.42, 0.35], [-0.33, 0.32, 0.19], [0.37, -0.13, -0.09], [-0.17, -0.38, -0.44], [0.28, 0.19, 0.52], [0.31, -0.45, -0.02], [-0.34, 0.21, -0.10], [0.19, 0.57, -0.14], [0.08, 0.14, 0.23], [0.14, -0.23, 0.21], [-0.06, 0.17, -0.17], [-0.14, 0.10, 0.30], [0.30, -0.21, -0.26], [0.19, 0.22, -0.16], [0.26, -0.43, -0.01], [0.06, -0.05, -0.23], [-0.13, -0.10, -0.25], [-0.10, -0.23, 0.14], [-0.26, 0.38, 0.20], [-0.30, 0.33, -0.13], [0.67, -0.15, -0.65], [-0.52, -0.89, -0.60], [-0.33, -0.25, -0.46], [0.42, 0.40, 0.35], [0.32, 0.23, -0.28], [-0.10, 0.15, -0.10], [-0.36, 0.21, -0.33], [0.26, -0.12, -0.22], [1.21, 1.62, 0.24], [-0.13, 0.08, -0.30], [0.06, -0.18, -0.22], [0.47, 0.72, 0.56], [1.68, -0.06, -1.16], [0.62, -0.36, -0.37], [-0.04, 0.37, 0.16], [-0.11, 0.07, -0.21], [-1.38, 0.34, -0.62], [0.28, 0.15, -0.29], [-0.81, 0.19, -0.05], [0.04, -0.21, -0.09], [-0.50, -1.11, -1.74], [-0.23, 0.24, 0.02], [-0.05, -0.69, -0.46], [0.09, 0.12, -0.11], [0.00, -0.17, 0.41], [0.27, -0.57, 0.02], [0.23, 0.54, 0.06], [-0.52, 1.39, 0.62], [0.29, 0.03, 0.34], [0.29, 0.16, -0.99], [-0.96, -0.54, -0.08]], "gap_ev": [7.83, 8.02], "largest_force_ha_per_bohr": 0.1345, "total_charge": 1, "lumo_ha": [-0.1101, -0.1049], "spin_multiplicity": 4, "e_tot_ev": -75091.295}